Density functional theory data (the ωB97M-V functional and the def2-TZVPD basis) for 8 unconnected molecules or ions with the total composition C54H124N10O3 in a non-equilibrium geometry.

```
191
Properties=species:S:1:pos:R:3:forces:R:3
C -1.47866 -4.04796 5.06210 1.1 0.2 -1.0
C -0.78994 -3.78706 3.68321 -0.1 0.7 -0.1
N 0.59722 -3.18778 3.76238 3.8 0.3 0.7
C 1.00729 -2.07492 4.50863 -0.7 0.8 -0.5
C 2.31473 -1.70533 4.25106 -0.9 -3.3 -0.4
N 2.80629 -2.79509 3.48021 -5.3 0.5 0.2
C 1.77932 -3.64545 3.17721 -1.5 1.8 1.5
C 4.09090 -3.04580 3.06791 3.4 -0.8 0.5
H -0.78592 -4.80607 5.42745 -0.6 0.1 1.2
H -2.51092 -4.39780 5.05021 0.2 -0.6 -0.8
H -1.61887 -3.15270 5.66786 0.8 0.0 0.2
H -1.28274 -3.06328 3.03405 -0.5 -0.1 0.0
H -0.63535 -4.70464 3.11555 -0.2 -0.1 0.1
H 0.27061 -1.57095 5.11667 0.1 0.1 0.0
H 2.98954 -0.93362 4.59088 -0.3 -0.1 0.2
H 1.81599 -4.57188 2.62334 0.4 0.1 0.0
H 4.07706 -3.60463 2.13216 0.5 0.3 0.1
H 4.56497 -3.60857 3.87205 0.2 -0.8 -0.3
H 4.74540 -2.17731 3.14166 -0.4 0.3 -0.9
C -1.77692 2.75134 5.31510 -0.4 -1.1 0.2
C -0.57836 3.09298 4.45535 0.1 -0.2 0.9
N 0.77008 2.71954 5.12303 1.2 -0.9 -0.1
C 2.04368 2.93272 4.46694 -1.3 -0.4 3.1
C 3.00571 2.61632 5.42661 -1.4 0.0 -0.2
N 2.36647 2.16853 6.60402 -3.1 0.3 -3.5
C 1.01810 2.14140 6.34663 1.2 1.7 -1.5
C 2.96317 1.67080 7.79477 1.9 -0.6 0.7
H -1.71911 3.23429 6.29056 -0.2 0.0 -0.1
H -1.98757 1.68811 5.43023 0.9 -0.4 0.5
H -2.74747 2.93715 4.85507 0.3 1.2 -0.3
H -0.62481 4.17544 4.33608 0.7 0.0 -0.1
H -0.62421 2.60791 3.48031 0.3 0.0 0.1
H 2.00080 3.37873 3.48428 0.5 0.0 0.2
H 4.08447 2.63333 5.37777 -0.1 0.2 0.1
H 0.26847 1.70642 6.99102 0.0 0.4 0.2
H 3.73731 0.95989 7.50597 -0.1 -0.3 0.0
H 2.25443 1.16097 8.44734 0.0 0.5 0.0
H 3.55191 2.46524 8.25342 -0.6 0.1 0.5
C -3.45579 5.15670 -0.91875 1.3 0.8 0.6
C -2.19299 4.66162 -1.66863 -0.5 0.1 -1.1
C -1.05258 5.68375 -2.07393 -0.8 -1.8 1.6
C 0.21010 4.75129 -2.26638 1.6 1.7 0.8
N 1.51811 5.48291 -2.71828 -0.5 0.4 -0.7
C 2.81283 4.79381 -2.43134 0.6 0.2 0.1
C 3.93066 5.90655 -2.42493 -0.6 -0.5 0.1
C 3.16228 7.22387 -2.24816 -1.0 0.4 0.2
C 1.70452 6.87734 -2.00844 -0.3 -1.2 -0.5
C 1.43498 5.71847 -4.21529 -0.6 0.2 1.2
H -3.29344 5.03901 0.15265 0.1 0.1 0.2
H -4.40058 4.64689 -1.10733 0.2 0.1 -0.6
H -3.50768 6.23616 -1.06079 -0.7 0.0 -0.2
H -2.51649 4.31026 -2.64842 -0.1 -0.7 0.0
H -1.78595 3.82120 -1.10640 0.4 -0.1 -0.1
H -1.00210 6.35183 -1.21415 0.8 0.1 -0.1
H -1.46110 6.28195 -2.88840 0.7 -0.2 -0.4
H 0.08128 3.82549 -2.82710 -0.3 0.4 -0.8
H 0.64232 4.36451 -1.34351 -1.0 0.2 0.8
H 2.99418 3.97631 -3.12913 -0.1 0.2 -0.2
H 2.74853 4.34145 -1.44173 -0.2 0.1 0.2
H 4.57634 5.90794 -3.30310 -0.3 -0.1 -0.1
H 4.58270 5.67616 -1.58240 0.0 0.3 0.0
H 3.06674 7.87478 -3.11723 1.2 0.0 -0.1
H 3.45603 7.81301 -1.37941 0.5 0.1 -0.3
H 1.05924 7.59516 -2.51486 -0.3 -0.2 0.4
H 1.45964 6.74948 -0.95403 -0.2 -0.1 -0.1
H 0.42580 6.12516 -4.28054 0.3 0.4 -0.9
H 1.49203 4.76116 -4.73336 0.2 0.2 0.0
H 2.23946 6.41230 -4.45926 -0.3 -0.1 -0.5
C -6.48182 -1.83007 -2.72291 -0.6 -0.1 0.7
C -5.67348 -2.79142 -1.79658 -0.7 0.7 -1.8
C -5.55794 -2.42586 -0.35307 0.1 0.9 0.4
C -4.63689 -3.41492 0.32872 -0.3 -0.8 1.6
N -4.96772 -3.76203 1.81176 -0.7 -1.0 -1.0
C -6.47588 -4.20614 2.01712 0.5 0.8 -2.1
C -6.96420 -3.44723 3.23835 -0.8 -1.8 0.7
C -5.72684 -2.95555 3.97187 1.1 0.7 -1.0
C -4.83289 -2.59286 2.74426 -0.3 -0.6 1.1
C -4.09451 -5.00865 2.20478 -0.9 2.7 1.4
H -6.79002 -2.34915 -3.63047 0.1 0.0 0.0
H -5.95011 -0.92318 -3.01089 0.5 -0.1 0.0
H -7.39479 -1.43421 -2.27806 -0.2 -0.3 0.2
H -4.74117 -2.82869 -2.36006 0.6 -0.7 0.5
H -6.14861 -3.77137 -1.75122 0.1 -0.1 -0.7
H -6.58487 -2.40820 0.01190 0.1 -0.3 0.4
H -5.23967 -1.39704 -0.18476 0.4 0.2 -0.1
H -3.58978 -3.11284 0.34924 0.1 0.3 0.0
H -4.62288 -4.39789 -0.14209 -0.3 0.1 -0.3
H -6.56976 -5.28040 1.85825 0.4 -0.2 1.2
H -6.99166 -3.90308 1.10595 0.0 0.5 0.2
H -7.49554 -4.19361 3.82886 -0.1 0.2 0.4
H -7.73626 -2.72046 2.98570 0.5 0.4 0.0
H -5.25668 -3.70382 4.60995 -0.3 0.0 0.1
H -5.84788 -2.02018 4.51825 -0.3 -0.3 0.3
H -3.77475 -2.38097 2.89772 0.1 -0.1 0.2
H -5.33271 -1.67948 2.42175 0.2 -0.3 -1.1
H -3.07502 -4.62746 2.26337 0.3 -0.5 -1.0
H -4.38642 -5.87460 1.61062 0.4 0.3 0.0
H -4.29650 -5.11801 3.27030 -0.5 -0.7 -0.1
C -3.69028 1.54256 -1.04208 -0.4 -0.8 1.0
C -3.25083 0.62659 -2.13053 0.5 -0.2 -1.6
C -1.75233 0.48702 -2.24021 2.0 -0.5 -0.5
C -1.22449 -0.35552 -1.05760 0.6 -0.9 -0.1
N 0.30033 -0.72415 -0.86777 0.4 1.8 -0.6
C 0.45612 -1.38753 0.54062 0.7 -0.5 -2.0
C 1.28834 -0.44780 1.40203 -0.5 1.4 0.0
C 1.18488 0.93645 0.66925 -0.2 -0.7 0.1
C 1.19526 0.56842 -0.81717 -0.2 -1.3 1.0
C 0.82163 -1.62208 -1.99284 -0.6 0.6 -0.5
H -3.54611 0.91055 -0.16579 -0.7 0.4 0.7
H -4.73918 1.78383 -1.21442 0.1 0.1 0.6
H -3.09932 2.43412 -0.83231 -0.1 -0.1 -0.7
H -3.67283 0.90634 -3.09581 0.3 0.4 -0.2
H -3.59813 -0.40460 -2.06633 -0.6 0.0 0.6
H -1.20359 1.42301 -2.34461 -0.2 0.5 0.6
H -1.48169 0.03009 -3.19208 -0.1 -0.6 0.0
H -1.57870 -1.38569 -1.09499 -0.8 0.1 -0.2
H -1.55174 0.06865 -0.10834 0.2 0.1 0.0
H 0.99136 -2.30652 0.30172 0.1 -0.1 0.3
H -0.54457 -1.70583 0.83285 0.1 0.5 0.5
H 2.33656 -0.72199 1.52099 -0.1 -0.4 -0.2
H 0.85093 -0.36727 2.39716 0.2 0.0 0.0
H 1.94730 1.68107 0.89807 0.2 -0.3 0.1
H 0.25164 1.38243 1.01317 -0.2 0.2 -0.5
H 2.15584 0.15231 -1.12089 0.3 0.5 0.1
H 0.92579 1.37979 -1.49331 -0.5 -0.5 -0.1
H 1.85600 -1.95976 -1.92836 -0.1 -0.1 1.1
H 0.89351 -1.04503 -2.91476 -0.6 0.2 0.0
H 0.13476 -2.45373 -2.14990 0.1 0.0 0.1
C 6.10299 1.74720 0.15245 -0.5 -1.2 1.6
N 5.74827 2.12007 1.61748 -0.3 0.6 1.0
C 4.92685 3.41688 1.49526 -0.4 -0.5 0.4
C 4.86621 1.07947 2.34474 0.7 0.4 -1.7
C 6.99486 2.34139 2.52600 0.8 0.4 -0.8
C 6.77184 3.13103 3.80373 -1.0 -0.2 0.3
O 7.26176 4.40871 3.68757 0.4 0.7 -0.7
H 6.66552 0.81358 0.15787 0.2 0.2 0.1
H 6.66703 2.52237 -0.36627 -0.3 0.1 0.3
H 5.12217 1.50999 -0.25964 0.2 0.3 -0.5
H 5.54093 4.23244 1.11335 0.0 -0.2 0.2
H 4.40246 3.67823 2.41439 0.9 0.1 0.5
H 4.04330 3.26430 0.87544 0.4 -0.4 -0.8
H 4.08656 0.87385 1.61128 -0.5 0.1 0.5
H 4.54272 1.49401 3.29953 -0.1 0.0 -0.3
H 5.38900 0.13754 2.51072 0.4 0.3 -0.1
H 7.69648 2.88466 1.89300 0.1 0.1 0.1
H 7.48146 1.40197 2.78834 -0.5 -0.4 -0.5
H 7.18781 2.60895 4.66542 0.2 -0.2 0.0
H 5.69866 3.23209 3.96551 -0.5 -0.5 0.3
H 6.83074 4.96937 4.33679 0.3 0.3 0.2
C -2.64774 3.11527 -8.16181 0.6 -1.6 0.8
N -2.50618 1.95717 -7.10592 -1.5 0.2 2.0
C -1.61750 0.84048 -7.66621 -0.1 1.9 0.4
C -1.85697 2.50988 -5.83206 1.0 0.0 -1.5
C -3.82598 1.18715 -6.69641 1.8 -0.2 -2.1
C -4.87733 1.93831 -5.99686 -0.4 0.8 -0.7
O -5.44673 2.95865 -6.86069 0.9 -1.1 1.3
H -3.36520 3.90074 -7.92431 -0.1 -0.6 0.3
H -2.90532 2.55225 -9.05890 0.1 0.7 -0.3
H -1.63795 3.52525 -8.14387 -0.1 0.1 -0.7
H -2.10613 0.50456 -8.58082 0.5 -0.2 0.0
H -1.49726 0.06083 -6.91403 -0.2 0.0 -0.2
H -0.67577 1.37428 -7.79393 0.2 -0.6 -0.7
H -2.10799 3.52699 -5.53112 -1.2 -0.3 -0.1
H -0.82700 2.69644 -6.13615 0.3 -0.4 0.1
H -1.88075 1.76730 -5.03450 -0.2 0.2 -0.1
H -3.42867 0.33364 -6.14707 -0.2 0.1 0.4
H -4.15856 0.77651 -7.64975 -0.3 0.1 0.0
H -4.42381 2.31759 -5.08112 -0.5 0.4 0.3
H -5.62192 1.17736 -5.76307 -0.4 0.3 0.2
H -5.19096 3.79598 -6.46692 -0.4 0.4 -0.1
C 1.85221 -8.32218 -1.43126 0.7 0.5 -0.7
N 3.30782 -7.79580 -1.09101 -2.3 0.6 0.8
C 3.93814 -8.69428 -0.05360 0.5 1.1 0.4
C 4.21593 -7.76422 -2.34637 -1.6 -0.4 1.2
C 3.10383 -6.43185 -0.27020 1.3 1.3 -0.6
C 2.81042 -5.12149 -1.13781 2.0 -2.7 1.7
O 1.64405 -5.43098 -1.71655 -3.0 0.4 -2.5
H 1.53270 -7.77864 -2.32041 0.0 0.0 0.2
H 1.15167 -8.13028 -0.61855 0.4 0.1 0.1
H 1.78772 -9.38520 -1.66347 0.8 0.0 0.2
H 4.30205 -9.66611 -0.38708 -0.7 0.0 -0.3
H 3.24684 -8.68409 0.78907 0.1 -0.7 -0.1
H 4.81626 -8.13416 0.26777 0.2 -0.3 0.1
H 5.14692 -7.34525 -1.96451 0.2 -0.3 -0.7
H 3.73636 -7.29255 -3.20407 0.1 0.7 0.4
H 4.17322 -8.81508 -2.63268 1.0 -0.1 0.1
H 3.98029 -6.26066 0.35479 0.4 -0.4 -0.3
H 2.29685 -6.49918 0.45943 -0.3 -0.8 -0.4
H 3.64261 -5.04732 -1.83784 -0.3 0.5 -0.3
H 2.63738 -4.21070 -0.56456 1.0 0.1 0.6
H 0.94432 -5.26791 -1.07985 -0.3 -0.3 -0.2
```
Positions in Å, forces in eV/Å.

Properties
total charge: +8
highest occupied orbital energy: -23.906 eV
E: -78950.335 eV
lowest unoccupied orbital energy: -16.1435 eV
HOMO-LUMO gap: 7.76 eV